1.
Below is a structure of composition C31H58BrF9NbO18S at a distorted geometry, with properties calculated with wB97M-V/def2-TZVPD.

Structure (XYZ):
```
119
Properties=species:S:1:pos:R:3:forces:R:3
C 11.78562 1.82402 -3.63555 0.3 0.1 0.2
C 10.55948 2.40137 -2.69464 0.3 -0.2 -0.8
C 11.16860 3.02022 -1.30045 -0.7 0.0 0.6
C 9.65081 3.47870 -3.56680 0.5 0.4 0.3
C 8.30493 3.96147 -2.70002 1.0 0.1 0.4
C 8.44897 5.53768 -2.29719 0.5 0.5 1.0
C 6.88726 3.53021 -3.39916 1.4 -1.6 -0.7
O 6.16283 4.60340 -4.08237 -2.0 -1.2 2.0
Nb 4.13445 4.74194 -3.53289 6.2 4.1 0.8
Br 4.75688 6.98562 -2.23142 -0.8 -1.5 -0.7
S 3.43677 2.79792 -4.93938 3.7 -0.5 -7.2
O 2.95347 3.31450 -6.35165 0.0 -1.7 4.9
O 4.76364 2.00243 -5.26679 -4.1 1.8 2.3
C 2.29119 1.54845 -4.15453 0.5 -4.3 -1.1
F 3.06700 0.78934 -3.16019 -2.8 2.5 -2.4
F 2.07148 0.53979 -5.26947 0.4 2.9 3.2
C 0.80585 2.05597 -3.74438 -1.9 -2.2 -3.8
F 0.40009 3.00165 -4.85329 1.4 -2.5 4.4
F -0.08547 0.86149 -4.04781 2.5 3.6 1.3
C 0.46948 2.50462 -2.25051 -1.4 -2.0 4.1
F -0.74636 1.70493 -1.81260 3.6 2.5 -1.7
F 1.47242 2.10907 -1.18594 -2.9 1.1 -4.1
C 0.09665 4.02798 -1.87397 -0.7 4.5 2.8
F -1.14795 4.04421 -1.01157 4.0 -0.2 -3.0
F 1.15574 4.59092 -0.95233 -3.7 -2.0 -3.3
F -0.13345 5.01900 -2.91184 0.8 -3.9 3.3
H 12.28404 0.84990 -3.16099 -1.2 2.0 -1.0
H 12.66401 2.61726 -3.71320 -1.9 -1.5 0.1
H 11.40459 1.59475 -4.72546 0.8 0.3 2.2
H 9.84135 1.51884 -2.41705 1.4 1.5 -0.5
H 11.46496 4.15393 -1.35739 -0.6 -2.1 -0.2
H 10.30816 2.93148 -0.49185 1.9 0.3 -1.5
H 12.10988 2.44039 -0.88163 -2.0 1.0 -1.1
H 10.37175 4.39841 -3.77529 -1.6 -1.7 0.4
H 9.34087 3.07095 -4.63367 0.6 0.5 2.3
H 8.37999 3.34806 -1.67895 -0.3 1.3 -2.2
H 8.29946 5.62181 -1.11812 0.1 0.0 -2.6
H 9.54750 5.96079 -2.49203 -2.3 -1.1 0.3
H 7.72176 6.27326 -2.83874 1.1 -1.7 1.0
H 6.27793 2.92930 -2.60175 0.8 1.4 -1.5
H 7.17405 2.73597 -4.24503 -0.8 1.6 1.8
H 4.34467 3.72794 -2.02220 -1.2 -0.9 0.0
H 2.40380 5.04940 -3.13223 0.0 -0.4 -0.3
H 3.88011 5.80875 -5.01762 -1.0 -0.7 -0.1
C -1.52429 1.23488 1.52951 0.0 0.0 0.3
C -2.21195 0.30549 0.54436 0.2 0.8 -0.2
O -2.31346 -1.02214 1.07616 -1.0 -0.6 0.8
C -3.28775 -1.21364 2.00016 0.1 0.8 0.0
O -4.07315 -0.36695 2.40073 1.0 -1.3 -0.6
O -3.22416 -2.49990 2.42259 0.0 0.8 -0.4
C -4.13770 -2.80691 3.47345 -0.3 -0.2 0.4
H -0.55713 0.82374 1.83641 -0.1 0.1 -0.2
H -1.36635 2.22196 1.08489 0.0 -0.2 0.0
H -2.11855 1.36025 2.43965 0.0 0.0 -0.2
H -1.60903 0.23572 -0.36714 -0.2 -0.4 0.3
H -3.19816 0.68322 0.25043 0.1 -0.2 0.2
H -5.16256 -2.53162 3.20481 0.2 0.1 0.1
H -3.82996 -2.29876 4.39286 -0.2 0.0 -0.2
H -4.10508 -3.88592 3.64668 0.2 0.2 -0.2
C 8.71519 -1.37585 2.46566 0.3 -0.1 0.0
C 8.19222 -0.01475 2.89120 -0.3 -0.4 -0.5
O 9.01115 0.55000 3.92373 0.9 0.7 -0.1
C 10.18891 1.08447 3.51521 0.0 -0.3 -0.7
O 10.59520 1.12947 2.36320 -0.6 0.0 1.7
O 10.85039 1.53737 4.60802 -0.6 -0.3 -0.7
C 12.15529 2.03774 4.32521 0.5 0.2 -0.1
H 8.82288 -2.03559 3.33271 -0.2 0.1 -0.1
H 8.03730 -1.84304 1.74512 0.0 0.1 0.1
H 9.70382 -1.29568 2.00369 -0.2 0.1 0.0
H 7.18761 -0.12946 3.31168 0.3 0.2 0.2
H 8.10935 0.67228 2.04102 0.2 -0.1 0.2
H 12.12950 2.79815 3.53818 0.0 -0.3 0.0
H 12.81609 1.21207 4.04264 -0.1 0.2 -0.1
H 12.54672 2.49821 5.23631 -0.3 -0.2 0.0
C -0.39082 2.88647 -7.68598 -0.1 0.2 -0.2
C -1.09457 1.62554 -8.15709 0.9 0.1 0.2
O -2.50894 1.83580 -8.26226 -0.9 0.4 -1.1
C -2.92242 2.52435 -9.35525 0.9 0.1 0.0
O -2.20356 2.96290 -10.24131 -1.2 -0.7 1.1
O -4.26847 2.66529 -9.28304 0.7 -0.2 -0.1
C -4.82125 3.46116 -10.32905 -0.2 0.2 -0.3
H -0.83748 3.25243 -6.75582 0.1 -0.2 -0.1
H 0.67354 2.69629 -7.51882 -0.1 0.0 0.1
H -0.48361 3.69211 -8.42053 0.1 -0.2 0.0
H -0.94706 0.83196 -7.41704 -0.4 0.1 -0.1
H -0.68378 1.26178 -9.10610 -0.2 0.2 0.1
H -4.51682 3.09339 -11.31412 0.1 0.1 0.2
H -4.52232 4.50598 -10.19784 0.1 -0.2 -0.2
H -5.91082 3.40159 -10.26082 0.2 -0.2 0.2
C -9.88354 -5.76028 5.28434 0.1 0.3 0.0
C -9.28369 -7.03424 4.71478 -0.2 0.1 0.6
O -8.86342 -6.84167 3.35757 1.0 0.3 -0.4
C -7.69708 -6.16948 3.19185 0.1 0.3 0.5
O -6.98785 -5.73182 4.08609 -0.9 -0.7 -1.3
O -7.46582 -6.04356 1.86234 -0.3 -0.3 1.1
C -6.31285 -5.26521 1.54937 0.5 0.3 -0.2
H -10.68607 -5.38988 4.63829 0.0 -0.2 0.1
H -10.28600 -5.93622 6.28635 0.0 0.0 -0.1
H -9.13652 -4.96352 5.35027 0.0 -0.2 0.0
H -10.04810 -7.81825 4.70085 0.2 0.1 -0.3
H -8.45477 -7.40306 5.33003 0.0 0.2 -0.2
H -5.42514 -5.63967 2.06902 -0.2 0.1 0.0
H -6.49397 -4.21564 1.80203 0.1 -0.2 0.1
H -6.13743 -5.33682 0.47260 -0.3 -0.1 0.2
C -15.25116 -4.53448 9.70188 0.1 -0.2 0.3
C -14.79666 -4.80654 8.27830 -0.6 0.3 0.2
O -13.51526 -5.44956 8.26253 0.2 -1.1 0.0
C -13.51674 -6.77316 8.55878 -0.6 -0.1 0.3
O -14.50086 -7.44793 8.82412 1.5 0.9 -0.5
O -12.23532 -7.21401 8.53545 -0.9 0.5 -0.1
C -12.08770 -8.57667 8.92850 0.1 -0.5 0.1
H -14.48666 -3.97445 10.25009 -0.1 0.1 -0.2
H -16.18385 -3.96264 9.70785 0.1 0.0 0.0
H -15.41689 -5.46591 10.25160 -0.1 0.1 -0.2
H -14.67953 -3.85516 7.74880 0.3 -0.3 0.0
H -15.53466 -5.39627 7.72220 0.2 -0.1 0.2
H -12.74010 -9.23366 8.34452 0.0 0.2 0.2
H -12.29504 -8.67875 9.99846 -0.1 -0.1 -0.2
H -11.05061 -8.87146 8.74714 -0.2 0.3 0.0
```
Forces are in eV/Å.

LUMO energy in eV: 0.400
HOMO level in eV: -6.24
Charge: -1
Spin multiplicity: 1

***

2.
Below is a structure of composition C8H20NO17S3V2 at a distorted geometry, with properties calculated with wB97M-V/def2-TZVPD.

Structure (XYZ):
```
51
Properties=species:S:1:pos:R:3:forces:R:3
O -0.78024 3.05344 2.12161 -0.1 -2.1 0.4
V -1.15494 1.50583 2.20294 -2.1 2.1 -1.0
O -2.36813 1.45106 3.22543 1.8 -0.2 -0.8
O -3.63133 -5.01044 -0.29345 -0.4 0.6 0.3
V -3.99800 -3.76676 0.57301 3.0 -0.8 2.0
O -4.26545 -2.61136 -0.35839 -1.0 1.4 -1.8
N -1.28878 -1.94799 1.64577 1.2 1.6 1.2
O -1.63419 -0.73798 1.62288 -0.3 -0.6 -0.4
O -0.14150 -2.25337 1.93281 -0.8 -0.3 -0.5
O -2.16919 -2.83626 1.49005 -1.5 -1.6 -0.6
C 1.62153 -2.58906 -2.52732 1.0 -0.6 1.0
C 1.22925 -2.91246 -1.05939 0.6 -0.6 -0.7
O -0.16148 -2.65283 -0.95693 -1.2 0.8 -0.5
S -0.87567 -2.86857 -2.39525 1.5 -0.2 -0.4
O -1.85917 -1.86985 -2.66085 0.3 -0.5 0.5
O -1.16876 -4.25733 -2.53023 -0.1 0.6 0.0
O 0.42258 -2.47941 -3.27756 -0.7 -0.2 0.4
H 2.26815 -3.42035 -2.81399 -0.4 -0.1 -0.7
H 2.23733 -1.69967 -2.63735 -0.5 0.4 0.0
H 1.81385 -2.31746 -0.36536 -0.5 -0.1 0.0
H 1.38556 -3.97634 -0.88035 0.0 0.0 0.1
O -2.23538 1.60464 0.29524 0.7 -0.5 0.6
S -3.14906 1.73864 -0.82238 -1.3 1.8 -1.9
O -4.29675 2.57804 -0.64734 1.0 -0.6 0.0
O -2.34337 2.34986 -2.10853 -0.7 -0.8 1.8
C -0.96584 1.95748 -2.25642 1.0 0.1 0.9
C -0.07437 3.19160 -2.42332 0.5 -1.7 -1.2
C -3.64420 0.16999 -1.47758 0.6 -0.2 0.7
H -0.84041 1.23732 -3.06788 -0.4 0.4 -0.4
H -0.63031 1.37294 -1.39259 -0.2 0.3 0.2
H -0.25285 3.56102 -3.43235 -0.1 0.7 0.3
H 0.92518 2.74421 -2.49702 0.1 0.2 0.1
H -0.03346 3.94170 -1.64325 -0.6 0.0 0.1
H -3.68827 0.25868 -2.55802 0.0 0.0 0.0
H -4.60772 -0.12515 -1.07335 0.0 0.2 0.1
H -2.87310 -0.53124 -1.16197 -0.1 -0.1 -0.3
O 0.89797 0.97495 1.37462 -0.3 -0.4 0.1
S 2.18274 0.35828 1.08657 2.4 -0.1 0.6
O 2.42468 -0.38812 -0.11309 -0.7 1.1 0.4
O 3.29829 1.53155 1.11058 -1.0 -1.3 -0.3
C 3.10031 2.66992 1.96190 -0.9 1.0 0.9
C 3.54922 2.47633 3.41685 -0.6 0.1 -0.4
C 2.71107 -0.69887 2.44197 0.4 0.8 -0.2
H 2.04312 2.95261 1.94222 0.0 -0.3 0.1
H 3.54509 3.54067 1.48325 0.7 -0.5 -0.1
H 3.55827 3.45916 3.88846 0.4 0.0 -0.1
H 4.49956 1.95877 3.51958 0.2 0.2 -0.1
H 2.79505 1.94483 4.00214 0.0 -0.2 -0.2
H 2.77774 -0.09878 3.34731 -0.8 -0.2 0.2
H 3.76166 -0.94953 2.28975 -0.1 -0.2 -0.6
H 2.08376 -1.58432 2.45652 -0.1 0.1 0.2
```
Forces are in eV/Å.

LUMO energy in eV: -6.045
HOMO level in eV: -13.61
Charge: +1
Spin multiplicity: 1

***

3.
Below is a cluster of 2 separate species, C4H11N3O2 in total at a distorted geometry, with properties calculated with wB97M-V/def2-TZVPD.

Structure (XYZ):
```
20
Properties=species:S:1:pos:R:3:forces:R:3
C 2.33338 -1.74416 -2.92264 1.9 -1.1 -1.2
C 0.86365 -1.61624 -2.65626 2.4 2.0 -4.2
O 0.57324 -0.93706 -1.53818 -5.3 -2.0 0.3
O 0.14327 -1.72467 -3.63576 -0.6 -0.7 2.4
H 3.08071 -1.33513 -2.31162 0.3 0.6 2.2
H 2.75006 -1.29331 -3.83370 -1.5 0.3 -0.5
H 2.71667 -2.74615 -3.12147 -0.7 -0.5 0.4
C -0.83761 1.95678 3.89251 -0.1 -0.7 -1.7
C -0.86193 0.93625 1.55484 3.7 -0.1 2.3
N -1.77739 0.91450 0.64000 -0.5 0.2 -1.1
N -1.25940 0.89150 2.87996 -2.3 1.0 0.6
N 0.53040 1.12319 1.38775 -3.0 -0.5 0.7
H -2.73490 0.60545 0.87848 0.8 -0.1 0.0
H -0.51241 -1.15811 -1.59080 3.6 1.5 0.6
H -2.30336 0.78761 2.97409 1.5 -0.4 -0.3
H 1.10711 1.03930 2.25834 -0.7 0.0 -1.7
H 0.92400 1.04660 0.44941 0.0 0.0 0.5
H -1.68698 2.19075 4.54972 0.6 -0.2 -0.3
H -0.60344 2.73027 3.18201 0.0 1.2 0.4
H 0.09020 1.72643 4.39242 0.0 -0.5 0.4
```
Forces are in eV/Å.

⟨S²⟩: 0.77
Relative energy (zero: lowest compared OMol25 entry of this formula, charge and spin) in kJ/mol: 312.5
LUMO energy (spin up / spin down) in eV: -3.495 / -8.072
HOMO level (spin up / spin down) in eV: -13.08 / -13.08
Charge: +1
Spin multiplicity: 2

***

4.
Below is a cluster of 11 separate species, C24H58F2N3O15PS in total at a distorted geometry, with properties calculated with wB97M-V/def2-TZVPD.

Structure (XYZ):
```
104
Properties=species:S:1:pos:R:3:forces:R:3
C 0.33492 -2.28186 2.05472 0.0 0.6 0.0
C 0.09684 -0.97411 1.93181 0.2 -0.9 -0.2
C 1.14361 0.07610 2.17166 -0.7 0.2 0.6
C 1.44360 1.05144 0.97379 -0.1 0.1 -0.3
C 1.56817 2.39725 1.55263 0.4 -0.2 -0.1
N 1.63188 3.43199 2.03673 -0.2 0.3 0.2
C 0.27141 1.12411 -0.03296 -0.1 0.3 -0.1
C -1.00544 1.73458 0.54775 -0.1 -0.1 -0.3
C -2.21851 1.47775 -0.35524 0.2 0.1 0.8
C -2.64950 0.02356 -0.43377 -0.6 0.3 -0.4
O -3.66009 -0.22854 0.53649 0.1 -0.2 0.3
C -4.53653 -1.27127 0.12697 0.3 0.1 -0.2
C 2.77188 0.61288 0.20769 -0.6 -0.6 0.4
C 2.51082 -0.77998 -0.18659 0.2 0.4 -0.1
N 2.34298 -1.86146 -0.51105 -0.1 -0.6 -0.2
N 2.98058 1.35505 -1.04230 0.4 0.3 0.6
C 3.41795 0.64755 -2.20973 -0.5 0.0 -0.4
O 4.50838 0.34132 -2.50844 0.0 0.1 0.0
F 2.36351 0.37791 -2.98288 0.0 0.0 0.1
C 3.42795 2.66329 -0.92592 0.3 0.2 -0.2
O 3.81861 3.22109 0.03465 -0.3 0.0 0.0
F 3.33171 3.25787 -2.12806 0.2 -0.2 0.0
P 4.34320 0.45900 1.30188 1.5 0.2 -0.3
O 4.28868 -1.07521 1.77860 -0.3 0.6 0.3
O 4.11012 1.34935 2.60622 -0.4 -0.3 0.0
S 5.97754 0.83590 0.41025 -0.4 0.0 -0.1
H 1.18265 -2.64962 2.62263 0.4 -0.1 -0.6
H -0.32680 -2.99706 1.58890 -0.4 -0.2 0.7
H -0.90991 -0.68679 1.66446 0.1 0.2 -0.5
H 2.03620 -0.44616 2.49400 0.2 0.0 0.0
H 0.83048 0.70350 3.00741 0.1 0.1 0.0
H 0.54471 1.76200 -0.87165 0.2 0.0 -0.1
H 0.08251 0.13647 -0.44874 0.1 -0.2 0.1
H -1.20955 1.36233 1.55072 -0.1 0.0 0.1
H -0.89060 2.81376 0.62111 0.2 0.1 0.1
H -3.04054 2.04082 0.08601 -0.2 0.0 -0.2
H -2.03907 1.91371 -1.33022 0.1 -0.1 -0.2
H -3.07319 -0.16312 -1.42464 0.0 -0.1 -0.1
H -1.82627 -0.67960 -0.29612 0.1 -0.1 0.0
H -4.00743 -2.05034 -0.42074 0.1 -0.1 0.1
H -5.29486 -0.85466 -0.53887 -0.2 -0.1 0.1
H -4.98149 -1.72965 1.00467 -0.2 0.1 0.1
H 3.88637 -1.21195 2.64841 0.1 -0.6 -0.1
H 3.73186 0.88819 3.36532 -0.1 0.2 0.1
C -5.61621 0.44814 3.90261 0.0 0.1 -0.2
O -5.83535 1.10411 2.66233 0.0 -0.1 0.1
H -6.40888 0.75607 4.58033 0.0 0.0 0.0
H -5.65413 -0.63985 3.78996 0.0 0.0 0.1
H -4.65305 0.72962 4.33719 0.0 0.0 0.1
H -5.13458 0.83222 2.06225 0.1 0.0 -0.2
C -2.09688 -4.55766 4.45977 -0.1 0.1 -0.1
O -2.39874 -3.60781 3.44297 0.0 -0.1 0.1
H -1.05221 -4.42396 4.72863 0.0 0.0 0.0
H -2.71309 -4.39683 5.34825 0.0 0.0 0.0
H -2.24042 -5.58082 4.10263 0.0 0.0 0.0
H -3.32108 -3.71931 3.19847 0.0 0.0 0.0
C 5.24090 -3.83043 -0.79202 -0.3 0.1 0.0
O 4.06233 -4.63177 -0.81413 0.0 0.0 0.1
H 6.09411 -4.49832 -0.70315 0.0 0.0 0.0
H 5.33542 -3.24664 -1.71108 0.1 0.0 0.0
H 5.22748 -3.14806 0.06372 0.1 0.1 0.0
H 3.31234 -4.03203 -0.89426 0.0 0.0 0.0
C 4.38170 -4.74927 2.63817 0.0 0.1 0.0
O 3.52222 -3.60574 2.69371 -0.1 0.1 0.1
H 4.67733 -4.99453 3.65409 -0.1 0.0 0.0
H 3.85728 -5.60200 2.20449 0.1 0.0 0.0
H 5.27250 -4.52897 2.04483 0.0 -0.1 0.0
H 3.26238 -3.39856 1.78906 0.0 -0.1 -0.1
C 0.39707 4.16239 -3.20242 -0.2 -0.2 -0.1
O -0.64436 3.42150 -2.55783 0.2 -0.1 0.0
H 1.01589 4.61231 -2.43292 0.0 0.0 0.1
H 1.01116 3.50181 -3.82057 0.1 0.0 0.0
H -0.03141 4.94859 -3.81977 0.1 0.1 0.0
H -1.18246 3.03822 -3.25641 0.0 0.0 0.0
C -3.00928 5.64537 -3.20518 -0.2 -0.3 -0.2
O -2.77388 5.48820 -4.60734 0.3 0.1 0.3
H -2.67451 6.63915 -2.92111 0.0 0.0 0.0
H -4.07521 5.55004 -2.97862 0.0 0.1 0.0
H -2.44742 4.89868 -2.64078 0.0 0.2 0.2
H -3.07131 4.60847 -4.87652 -0.1 0.3 -0.2
C 6.09424 -6.57141 6.09438 -0.2 0.1 0.1
O 4.76753 -6.22297 5.70739 0.1 0.0 0.1
H 6.46071 -7.30194 5.37837 0.0 0.0 0.0
H 6.75312 -5.69928 6.07901 0.1 0.0 0.0
H 6.11098 -7.01536 7.09274 0.1 0.0 0.0
H 4.43929 -5.57775 6.33928 -0.1 0.0 0.0
C 0.76704 8.11970 -3.91212 -0.2 -0.1 0.0
O -0.27738 7.38287 -3.28812 0.1 0.1 -0.1
H 1.37515 8.55712 -3.12458 0.0 0.0 0.0
H 1.39818 7.46976 -4.52597 0.1 0.0 0.0
H 0.36731 8.92218 -4.53761 0.1 0.0 0.0
H -0.81780 6.99615 -3.98687 -0.1 0.0 0.0
C -4.89193 -5.57097 -0.60992 0.1 0.1 -0.2
O -4.19953 -4.45579 -1.16396 -0.1 -0.1 0.1
H -5.13125 -5.32558 0.42160 0.0 0.0 0.0
H -5.82140 -5.76775 -1.14962 0.0 0.0 0.0
H -4.26978 -6.46899 -0.62363 0.0 0.0 0.0
H -3.98539 -4.66727 -2.07637 0.0 0.0 0.0
C -4.49149 4.22366 -7.71682 0.1 0.0 0.1
O -3.98425 3.75363 -6.46922 0.0 -0.3 0.0
H -4.77148 5.26372 -7.57888 0.0 0.0 0.0
H -3.73078 4.16077 -8.49760 0.0 0.0 0.0
H -5.37229 3.65358 -8.01943 0.0 0.0 0.0
H -3.73375 2.83219 -6.57895 0.0 0.0 0.0
```
Forces are in eV/Å.

SMILES: C=CC[C@](C#N)(CCCCOC)[C@@](C#N)(N(C(=O)F)C(=O)F)P(O)(O)=S.CO.CO.CO.CO.CO.CO.CO.CO.CO.CO
LUMO energy in eV: 0.082
HOMO level in eV: -9.39
Spin multiplicity: 1

***

Look up the spin multiplicity of the third one. 2

***

Among the records above, which one has the highest spin multiplicity? C4H11N3O2